(1)
The following is a DFT calculation (ωB97M-V/def2-TZVPD) of a molecular structure, C17H32NPTc.

Each line ends with the Mulliken spin population.
Element x y z (Å)
P: -2.211 0.676 0.304  -0.2499
H: 1.981 -0.010 -1.329  -0.0419
H: -0.360 3.965 0.287  -0.0001
C: 1.118 -1.948 0.967  -0.1101
H: 2.316 4.032 -1.054  0.0078
H: 1.732 -1.561 -3.953  -0.0009
C: 1.495 -2.381 -3.267  -0.0037
H: -3.290 0.227 -1.818  -0.0132
C: 0.103 -3.255 2.742  0.0503
H: 0.168 -4.048 3.486  0.0015
H: 0.733 -3.036 -3.699  0.0023
C: -2.760 2.109 1.281  0.0123
H: -0.053 -0.167 -2.871  -0.0353
C: -0.059 -1.194 0.822  0.0591
H: -4.292 1.247 -0.748  0.0071
C: 1.007 1.436 0.917  -0.1717
H: 2.397 3.004 1.203  0.0030
H: 2.991 -1.333 -1.854  0.0111
H: -0.793 -1.725 -3.085  -0.0081
H: -0.967 1.946 -0.796  0.1987
H: 3.021 -0.987 0.677  0.0027
C: 2.339 -1.673 0.145  -0.0237
H: -2.681 -0.227 2.524  0.0052
H: 0.995 4.943 0.878  -0.0001
C: -3.636 0.370 -0.787  0.0239
H: 2.136 -3.499 2.039  0.0015
C: -1.079 -2.530 2.590  -0.0264
C: 1.511 2.861 0.567  0.0561
C: 2.101 -1.110 -1.258  0.0515
H: -2.842 1.834 2.339  -0.0004
Tc: -0.176 0.429 -0.509  2.9865
C: -2.417 -0.691 1.561  0.0129
H: -2.044 2.931 1.176  -0.0078
C: -0.277 -1.106 -2.342  0.1472
H: 0.762 -2.699 -1.477  0.0049
H: 2.394 -2.965 -3.053  0.0015
H: 1.124 2.825 -1.581  -0.0086
H: 2.771 2.321 -1.126  -0.0087
C: 1.954 3.010 -0.884  0.0331
H: -1.960 -2.743 3.198  -0.0004
C: -1.156 -1.497 1.658  0.0177
H: 0.165 3.831 1.982  -0.0011
H: 0.480 1.490 1.887  0.0284
H: 1.904 0.823 1.127  0.0246
C: 1.196 -2.952 1.936  -0.0089
H: 2.912 -2.609 0.030  -0.0015
H: -4.184 -0.522 -0.460  0.0015
H: -3.276 -1.306 1.253  0.0000
H: -1.030 -1.115 -1.497  -0.0091
N: 0.963 -1.808 -1.980  -0.0194
C: 0.514 3.959 0.951  -0.0031
H: -3.739 2.429 0.904  0.0016

Results
HOMO energy (alpha / beta) = -14.733 / -15.090 eV
Net charge = +2
Calculated total energy = -1143.1196 hartree
Spin multiplicity = 4
HOMO-LUMO gap (alpha / beta) = 7.69 / 6.69 eV
Molar mass = 379.4 u
Expectation value of S² = 3.78

=====

(2)
The following is a DFT calculation (ωB97M-V/def2-TZVPD) of a molecular structure, C13H26InN4O4S2Si.

Each line ends with the Mulliken charge.
Element x y z (Å)
H: 0.317 0.695 -5.119  0.2531
H: -1.243 -0.313 3.454  0.4951
C: -2.538 1.540 0.086  0.6358
H: 4.762 -0.868 5.867  0.3247
H: -1.182 2.435 -3.921  0.4866
H: 4.798 0.892 5.917  0.3395
H: 0.948 3.665 -3.051  0.4040
H: -1.978 -1.336 -5.038  0.3397
H: -2.348 3.554 0.258  0.2485
H: 1.482 2.103 -2.442  0.2687
H: 6.194 -0.002 5.364  0.3231
O: -1.574 -1.739 -0.500  -0.4258
H: 4.698 2.553 3.128  0.3453
C: 5.109 0.021 5.346  -1.1178
C: 5.120 1.658 2.680  -1.0486
C: -1.470 -0.479 -5.472  -1.1190
H: -2.159 0.362 -5.499  0.2998
H: 6.051 -1.676 2.642  0.3772
H: 0.441 -0.988 -4.581  0.3973
C: 0.461 -0.079 4.761  -0.9119
N: 0.497 -0.098 2.399  -0.5195
C: 2.574 0.106 3.587  0.0680
N: -3.418 0.534 0.093  -0.2887
H: -3.982 2.999 0.341  0.1672
H: 6.199 1.733 2.764  0.3571
N: -1.024 -2.802 -0.217  0.3436
H: -4.413 0.682 0.118  0.1851
C: 1.849 0.042 4.766  -0.0361
C: 0.878 2.593 -3.205  -1.2013
H: 4.873 1.668 1.624  0.3312
C: 4.974 -1.536 2.649  -1.0380
N: -3.011 2.798 0.181  -0.4076
S: -0.717 0.314 -2.956  0.5126
O: 0.492 -0.103 -2.149  -0.7385
H: 4.641 -1.545 1.616  0.3467
S: 2.558 0.228 0.846  -0.3992
H: 2.374 0.080 5.708  0.4410
H: -0.991 2.513 -2.153  0.0306
In: 0.289 -0.371 0.070  1.5662
H: -3.066 -0.402 -0.061  0.2270
O: 0.101 -2.766 0.234  -0.4590
C: -0.227 -0.134 -4.675  -0.4516
C: -0.175 -0.173 3.543  -0.2675
O: -1.313 1.359 -0.037  -0.6049
H: -0.101 -0.132 5.679  0.4075
H: 4.540 -2.402 3.142  0.3441
H: -1.194 -0.724 -6.494  0.3956
C: -0.559 2.141 -3.080  -0.1641
H: 1.298 2.369 -4.181  0.3290
Si: 4.497 0.078 3.544  0.2049
C: 1.825 0.063 2.403  0.4034

Results
HOMO energy = -11.105 eV
Net charge = +1
Calculated total energy = -2306.7979 hartree
HOMO-LUMO gap = 8.47 eV
Molar mass = 509.4 u

=====

(3)
The following is a DFT calculation (ωB97M-V/def2-TZVPD) of 6 unconnected molecules or ions with the total composition H11O5S.

Each line ends with the Mulliken charge.
Element x y z (Å)
H: -0.503 0.928 -1.565  0.2603
O: -0.848 1.794 -1.377  -0.6107
H: 0.525 -0.106 1.391  0.2217
H: 2.775 0.253 1.431  0.3738
H: -5.594 3.171 -0.667  0.3141
O: 0.742 0.684 2.024  -0.6878
H: -4.604 2.661 -1.699  0.3452
O: 3.470 -0.339 1.165  -0.6563
H: 1.731 -2.811 0.275  0.2821
O: 1.871 -3.188 1.176  -0.6620
H: -0.744 -2.170 -0.821  0.0445
H: -0.450 1.978 -0.454  0.3070
H: -0.246 1.005 1.942  0.3008
H: 2.987 -1.187 1.010  0.3415
O: -5.402 3.194 -1.624  -0.6619
S: 0.272 -1.127 -0.843  -0.8423
H: 1.105 -2.863 1.744  0.3298

Results
HOMO energy = -4.341 eV
Net charge = -1
Calculated total energy = -781.0353 hartree
HOMO-LUMO gap = 7.37 eV
Molar mass = 123.2 u

=====

(4)
The following is a DFT calculation (ωB97M-V/def2-TZVPD) of a molecular structure, C18H31IrO4.

Each line ends with the Mulliken spin population.
Element x y z (Å)
O: 1.309 0.235 0.263  0.0403
H: -1.507 4.455 0.088  -0.0021
H: -0.905 -1.184 -3.501  -0.0021
H: 2.945 0.432 -1.012  0.0009
H: -3.568 -1.029 2.327  0.0030
H: -2.386 -1.855 -1.641  0.0012
H: 0.510 -2.845 1.848  0.0005
C: -2.657 1.920 -2.115  -0.0124
H: -4.023 0.528 2.995  -0.0002
H: 2.074 -1.119 -1.110  -0.0002
C: 1.086 0.546 -2.077  0.0014
H: -2.403 -2.445 0.961  0.0016
H: 0.066 3.743 0.453  -0.0013
C: -0.456 -1.325 -2.519  0.0018
H: 1.451 0.331 -3.080  0.0003
C: -1.711 1.798 1.511  -0.0297
C: -0.844 3.613 -0.129  -0.0070
H: 2.158 -1.514 0.994  0.0006
H: -1.264 -3.211 -1.875  0.0001
H: -5.127 0.253 -0.176  -0.0002
C: -3.089 0.602 0.078  -0.0623
H: -1.306 -3.784 0.560  -0.0001
H: -4.244 -1.233 0.096  -0.0007
C: -1.555 2.350 0.212  -0.0803
C: -1.359 -2.721 0.798  0.0055
H: -2.940 1.041 -2.690  0.0000
C: -4.193 -0.271 -0.409  -0.0068
H: -0.822 1.658 3.474  -0.0006
C: -2.662 0.717 1.443  0.0759
C: -0.477 -2.402 1.979  -0.0010
H: -0.912 -2.764 2.911  0.0017
C: -1.339 -2.157 -1.606  0.0037
O: -0.334 -0.955 2.058  0.1090
Ir: -0.875 0.257 0.164  0.7668
C: 1.936 -0.508 1.355  0.0018
H: -4.182 -0.414 -1.486  0.0012
C: -1.091 2.400 2.725  -0.0016
H: -1.802 2.402 -2.582  -0.0003
C: -2.422 1.617 -0.685  0.0526
C: 0.973 -0.504 2.509  -0.0008
H: 0.981 1.625 -1.965  -0.0041
C: 1.960 -0.038 -1.011  0.0029
H: -3.497 2.625 -2.156  -0.0002
H: 2.868 -0.009 1.622  0.0013
H: -1.833 3.058 3.191  -0.0009
H: -0.222 3.005 2.479  0.0016
H: 1.323 -1.134 3.327  0.0012
H: -0.588 3.659 -1.186  0.0007
C: -3.178 -0.050 2.597  -0.0116
O: -0.264 0.006 -1.915  0.0742
H: 0.825 0.504 2.888  -0.0008
H: -2.445 -0.136 3.395  -0.0013
H: 0.525 -1.784 -2.629  0.0023
O: -0.821 -1.943 -0.282  0.0743

Results
HOMO energy (alpha / beta) = -19.925 / -20.359 eV
Net charge = +3
Calculated total energy = -1108.6640 hartree
Spin multiplicity = 2
HOMO-LUMO gap (alpha / beta) = 8.74 / 8.28 eV
Molar mass = 503.7 u
Expectation value of S² = 0.76

=====

(5)
The following is a DFT calculation (ωB97M-V/def2-TZVPD) of a molecular structure, C28H25Cl5N2ORuS.

Each line ends with the Mulliken spin population.
Element x y z (Å)
H: -3.136 1.909 2.282  0.0003
N: -0.051 -0.428 1.243  -0.0327
H: 2.240 3.587 1.973  -0.0001
C: 1.123 2.426 -0.995  0.0462
H: 5.110 -1.132 -0.854  0.0016
H: 0.301 2.421 0.991  -0.0062
C: -0.984 -2.445 -5.366  -0.0001
H: -3.106 3.021 -2.628  0.0003
C: -0.151 -1.121 -3.000  0.0042
Cl: -3.010 -3.733 -4.085  0.0007
H: 1.855 -0.955 4.519  0.0001
C: -2.331 -0.189 2.059  0.0029
H: 0.203 -3.415 3.698  0.0001
C: 1.450 -1.960 4.665  0.0002
C: -0.697 -1.537 3.331  0.0012
C: 0.108 -1.575 -5.374  -0.0001
H: -1.467 -2.377 5.095  0.0001
C: 1.267 -0.394 1.576  0.0470
C: -2.447 1.334 1.674  0.0022
H: 2.909 -1.409 -2.409  -0.0017
H: -3.515 1.897 -1.317  -0.0009
H: 4.085 3.765 -1.888  0.0003
C: 2.944 -1.142 -1.365  0.0507
C: 3.262 3.458 -1.255  0.0085
C: 2.224 -0.588 0.631  -0.0281
C: -2.904 0.346 0.732  -0.0047
S: -0.265 1.597 -1.763  -0.1273
H: -4.354 -0.210 2.850  -0.0001
C: 1.136 2.704 0.362  -0.0118
H: 1.119 -2.463 2.587  0.0008
H: -4.794 2.515 -2.380  -0.0001
H: -3.753 -1.455 4.906  0.0000
Cl: -1.496 -3.231 -6.805  0.0002
Cl: -2.005 -2.219 -1.485  0.0421
H: 1.563 -0.168 2.595  -0.0033
H: -3.955 0.148 0.580  -0.0008
N: 1.834 -0.906 -0.683  -0.0551
H: 2.107 2.628 -2.882  0.0007
C: 4.089 -0.985 -0.539  -0.0004
C: -3.021 -1.232 4.143  -0.0002
H: -2.268 0.263 -0.128  0.0059
C: -1.692 -1.729 4.253  -0.0006
H: 0.902 -1.945 5.609  0.0000
C: -0.963 -0.693 2.201  0.0042
C: -1.207 -2.001 -3.061  -0.0447
C: -1.665 -2.673 -4.177  -0.0024
C: 0.516 -0.931 -4.201  -0.0092
C: -3.342 -0.552 3.037  -0.0003
C: 3.295 3.724 0.107  -0.0154
C: 2.168 2.815 -1.818  -0.0121
H: 4.145 4.240 0.537  -0.0008
C: 2.228 3.354 0.916  0.0115
Cl: 1.891 0.129 -4.287  -0.0024
H: -3.598 1.361 -3.017  0.0005
Cl: 0.947 -1.302 -6.846  -0.0004
H: 4.233 -0.426 1.588  0.0001
C: 3.642 -0.623 0.705  0.0529
H: -1.512 1.823 1.433  0.0012
H: 2.289 -2.646 4.780  0.0001
O: -0.217 2.001 -3.179  -0.0898
Ru: -0.073 -0.475 -1.047  1.1647
C: -3.754 2.196 -2.333  0.0015
C: 0.549 -2.397 3.511  -0.0012

Results
HOMO energy (alpha / beta) = -11.071 / -10.974 eV
Net charge = +1
Calculated total energy = -4060.4240 hartree
Spin multiplicity = 2
HOMO-LUMO gap (alpha / beta) = 6.37 / 6.23 eV
Molar mass = 715.9 u
Expectation value of S² = 0.83

=====

(6)
The following is a DFT calculation (ωB97M-V/def2-TZVPD) of a single C10H10S molecule.

Each line ends with the Mulliken charge.
Element x y z (Å)
C: 1.851 -0.473 0.237  0.0486
H: 0.076 0.055 -1.660  0.1498
H: -2.210 -0.358 -2.306  0.3758
C: 2.646 0.195 -0.809  -0.5411
C: 1.001 0.743 0.693  -0.4211
H: -4.166 0.254 -0.674  0.3034
C: -0.752 0.272 -0.999  -0.2517
H: 0.990 0.870 1.738  0.6386
H: -1.187 1.548 2.175  0.3135
H: 3.714 0.022 -0.860  0.3916
C: -1.413 1.176 1.162  -0.5715
C: -2.761 0.993 0.754  -0.3625
C: 1.766 -1.710 0.659  -1.0261
C: -3.077 0.408 -0.457  -0.5064
H: -3.600 1.197 1.394  0.3670
C: -2.044 0.139 -1.376  -0.5641
S: 2.153 1.924 -0.261  -0.1593
C: -0.435 0.768 0.303  0.9245
H: 2.183 -2.532 0.221  0.3516
H: 1.096 -1.934 1.435  0.2962
H: 2.232 0.017 -1.857  0.2430

Results
HOMO energy = -8.657 eV
Calculated total energy = -785.1758 hartree
SMILES = C=C1CS[C@H]1c1ccccc1
HOMO-LUMO gap = 9.45 eV
Molar mass = 162.3 u